No. 1
C5H14N2 | ωB97M-V with the def2-TZVPD basis set

Its total energy is -308.38232 Eh. The total charge is 0. Its HOMO energy is -8.59 eV. The calculation puts the gap between HOMO and LUMO at 9.71 eV.

Geometry as XYZ:
```
21
Properties=species:S:1:pos:R:3:forces:R:3:lowdin_charge:R:1
N 1.28885 0.29147 -2.99484 -0.5 -0.4 0.4 -0.01
C 1.13582 0.70425 -1.60758 -0.1 1.1 0.2 -0.29
C -0.17648 0.20075 -0.98922 1.1 -1.3 -1.1 -0.24
N -0.01006 -0.10215 0.42389 -1.3 0.2 0.1 -0.22
C -1.10279 -0.99199 0.89020 0.7 0.0 -0.8 -0.26
C -0.82524 -1.58331 2.23796 0.4 0.0 1.7 -0.11
C 0.02789 1.13173 1.16758 0.7 0.9 0.4 -0.12
H 0.76165 0.87899 -3.62167 0.3 0.0 -0.2 0.06
H 2.25014 0.19989 -3.25812 0.2 0.2 -0.3 0.05
H 1.98353 0.37407 -1.01002 -0.1 -0.4 -0.1 0.11
H 1.16001 1.80252 -1.50602 0.0 -0.1 -0.1 0.10
H -0.99665 0.84741 -1.33274 -0.2 0.3 0.8 0.12
H -0.36640 -0.74072 -1.51820 0.0 -0.1 0.2 0.11
H -1.10948 -1.81057 0.16492 -0.3 0.1 0.0 0.11
H -2.06249 -0.46769 0.81730 -0.2 -0.1 0.2 0.12
H 0.07441 -2.20141 2.27509 0.0 0.0 -0.5 0.08
H -1.62115 -2.18846 2.67099 -0.3 -0.1 -0.5 0.07
H -0.63910 -0.85621 3.03748 -0.1 0.3 -0.3 0.06
H -0.77542 1.86271 0.97008 -0.2 -0.3 -0.2 0.09
H 0.04403 0.98735 2.24116 0.0 -0.3 0.2 0.07
H 0.95893 1.66138 0.94176 0.0 0.0 0.0 0.08
```
Forces are in eV/Å.

***

No. 2
C5H14N2 | ωB97M-V with the def2-TZVPD basis set

Its total energy is -308.39578 Eh. The total charge is 0. Its HOMO energy is -8.62 eV. The calculation puts the gap between HOMO and LUMO at 9.71 eV.

Geometry as XYZ:
```
21
Properties=species:S:1:pos:R:3:forces:R:3:lowdin_charge:R:1
C -2.32277 -0.25097 -1.28210 -0.5 0.3 0.5 -0.12
C -1.48920 0.66623 -0.38049 0.1 -0.2 0.1 -0.26
C -0.18984 1.16616 -1.04444 -0.4 0.0 0.3 -0.21
C 1.05481 1.14184 -0.16584 0.0 -0.4 0.0 -0.24
N 1.55311 -0.18197 0.22266 -0.3 -0.2 0.1 -0.07
C 1.11529 -0.72552 1.51089 0.4 0.2 -0.3 -0.34
N 1.98141 -1.80852 1.92960 0.0 0.0 0.1 0.00
H -1.71236 -1.00948 -1.77467 0.0 0.1 -0.1 0.07
H -2.88191 0.35336 -2.00242 0.3 -0.2 -0.3 0.07
H -3.08306 -0.77450 -0.68945 0.1 0.0 -0.1 0.07
H -1.28862 0.14113 0.55582 0.3 0.0 -0.1 0.08
H -2.09871 1.51480 -0.07137 -0.1 0.1 -0.1 0.10
H -0.01842 0.57941 -1.94377 0.2 -0.1 -0.2 0.10
H -0.32550 2.19395 -1.37655 0.0 0.1 -0.2 0.10
H 0.86272 1.70824 0.74465 0.1 0.1 0.1 0.11
H 1.85960 1.62950 -0.70969 0.1 0.3 0.0 0.10
H 1.31622 -0.86382 -0.48949 0.1 0.1 -0.1 0.10
H 1.15139 0.09686 2.22975 0.0 0.0 0.0 0.11
H 0.09304 -1.09757 1.47737 -0.2 -0.1 0.2 0.09
H 2.87405 -1.76637 1.44425 -0.3 0.0 0.1 0.07
H 1.54874 -2.71277 1.81528 0.2 0.0 -0.1 0.05
```
Forces are in eV/Å.

***

No. 3
C5H14N2 | ωB97M-V with the def2-TZVPD basis set

Its total energy is -308.38008 Eh. The total charge is 0. Its HOMO energy is -8.41 eV. The calculation puts the gap between HOMO and LUMO at 9.49 eV.

Geometry as XYZ:
```
21
Properties=species:S:1:pos:R:3:forces:R:3:lowdin_charge:R:1
N 2.19002 0.90614 -1.41243 -0.8 0.9 -0.3 -0.01
C 0.93017 0.60140 -2.19554 2.1 -0.7 0.9 -0.26
C -0.30016 0.59863 -1.35124 -2.8 0.6 0.0 -0.26
N -0.53084 -0.52802 -0.44655 1.5 -1.5 -1.3 -0.07
C -0.09918 0.42168 1.76893 -1.2 0.2 0.9 -0.08
C -1.04705 -0.43422 0.90181 0.7 1.0 -0.3 -0.46
C -1.11715 -1.81846 1.57400 0.2 0.7 -0.9 -0.07
H 2.23442 1.92192 -1.47387 0.5 0.0 0.0 0.05
H 2.00932 0.79752 -0.41670 -0.1 -0.5 0.0 0.03
H 0.89792 1.32236 -3.00404 -0.4 0.2 0.0 0.10
H 1.15230 -0.34886 -2.69345 -0.6 -0.2 0.2 0.10
H -1.16085 0.64103 -2.04554 0.1 -0.2 0.0 0.11
H -0.44302 1.53957 -0.81308 0.6 0.3 0.2 0.11
H 0.33103 -1.07143 -0.44492 -0.3 -0.2 0.2 0.11
H -0.39209 0.24439 2.81702 0.7 -0.2 -0.1 0.07
H 0.89629 0.07105 1.51940 0.3 0.1 0.5 0.07
H -0.16019 1.51635 1.72875 0.0 -0.2 -0.8 0.07
H -2.04472 0.00378 0.78563 0.0 -0.1 0.5 0.14
H -1.65833 -2.51851 0.94227 -0.3 0.0 0.2 0.07
H -0.11066 -2.22965 1.72247 -0.1 0.2 0.0 0.08
H -1.57723 -1.63666 2.53707 -0.2 -0.5 0.2 0.07
```
Forces are in eV/Å.

***

No. 4
C5H14N2 | ωB97M-V with the def2-TZVPD basis set

Its total energy is -308.39010 Eh. The total charge is 0. Its HOMO energy is -8.52 eV. The calculation puts the gap between HOMO and LUMO at 9.57 eV.

Geometry as XYZ:
```
21
Properties=species:S:1:pos:R:3:forces:R:3:lowdin_charge:R:1
C 0.66382 1.97180 -0.72796 0.6 -0.2 0.5 -0.12
N -0.02224 0.78364 -1.24238 -0.3 0.5 0.3 -0.09
C 2.04154 -1.05852 -0.72634 -0.7 0.4 -0.6 -0.11
C 0.86162 -1.04777 0.23807 0.2 -0.1 0.2 -0.22
C -0.35493 -0.23503 -0.23562 -0.1 -0.4 -0.5 -0.38
C -1.24884 0.27929 0.90206 -0.1 -0.3 -0.2 -0.26
N -2.01401 -0.81510 1.50529 0.1 -0.1 -0.1 0.00
H 0.53021 2.11745 0.35428 -0.2 0.1 -0.2 0.07
H 1.75208 1.87871 -0.84998 -0.2 0.1 -0.2 0.06
H 0.33539 2.87252 -1.24163 0.0 0.0 -0.1 0.08
H -0.91098 1.09146 -1.63014 0.2 -0.1 -0.1 0.10
H 2.76179 -1.81676 -0.44728 0.3 0.0 0.0 0.07
H 1.65573 -1.25927 -1.73204 0.2 -0.2 0.1 0.08
H 2.50064 -0.07249 -0.80419 0.2 -0.2 0.2 0.05
H 1.19816 -0.71618 1.22824 -0.1 0.1 0.0 0.11
H 0.55839 -2.09170 0.34190 -0.2 0.1 0.3 0.10
H -0.98645 -0.93855 -0.78760 0.0 0.0 0.1 0.13
H -1.94417 0.97388 0.43349 -0.2 0.1 0.1 0.11
H -0.68135 0.83522 1.64540 0.2 0.1 0.1 0.10
H -2.94438 -0.53997 1.78524 0.1 0.1 0.1 0.06
H -1.53835 -1.20033 2.30809 0.0 0.0 0.0 0.06
```
Forces are in eV/Å.

***

No. 5
C5H14N2 | ωB97M-V with the def2-TZVPD basis set

Its total energy is -308.04067 Eh. The total charge is +1. Its HOMO energy (spin up / spin down) is -12.61 / -12.60 eV. The calculation puts the gap between HOMO and LUMO (spin up / spin down) at 9.23 / 3.61 eV. As for the expectation value of S²: 0.7600. As for the spin multiplicity: 2.

Geometry as XYZ:
```
21
Properties=species:S:1:pos:R:3:forces:R:3:lowdin_charge:R:1
N -0.01540 2.58432 1.67281 0.5 -2.3 0.9 0.22
C -0.23251 1.67406 2.78980 -0.4 0.5 1.8 -0.26
N 0.00442 0.24507 2.53454 -0.9 0.6 -3.4 0.22
H 0.96399 2.74974 1.57834 0.9 0.9 -0.4 0.12
H -0.38313 2.22661 0.81445 -0.6 0.1 -0.9 0.09
H 0.48929 1.90180 3.59489 -0.5 0.4 -0.3 0.15
H -1.26440 1.82928 3.13374 0.4 -0.4 0.2 0.15
H -0.80725 -0.28547 2.11148 0.8 0.4 1.0 0.14
H 0.77262 0.12436 1.84139 0.0 -0.3 0.9 0.12
C 0.35062 -1.34721 -3.03536 0.1 0.7 -0.3 -0.07
C 0.15985 -1.19769 -1.56162 0.1 -0.4 0.9 -0.41
C 0.95979 -1.85383 -0.72357 -0.1 0.4 0.6 0.03
C -0.94160 -0.27854 -1.04299 -0.7 0.1 -0.2 -0.08
H -0.57028 -1.49733 -3.57778 -0.5 -0.5 0.0 0.08
H 1.04243 -2.17427 -3.21559 -0.1 0.3 -0.2 0.09
H 0.69935 -0.40733 -3.50451 0.3 -0.4 0.4 0.10
H 0.84673 -1.70423 0.34293 -0.2 -0.1 0.2 0.03
H 1.77445 -2.52254 -0.96810 -0.1 0.1 -0.4 0.07
H -1.39074 -0.39281 -0.02231 1.1 -0.4 -0.4 0.06
H -1.85948 -0.44348 -1.63238 0.5 0.5 -0.2 0.09
H -0.59874 0.76949 -1.13017 -0.4 -0.3 -0.3 0.07
```
Forces are in eV/Å.

***

No. 6
C5H14N2 | ωB97M-V with the def2-TZVPD basis set

Its total energy is -308.01744 Eh. The total charge is +1. Its HOMO energy (spin up / spin down) is -12.35 / -12.34 eV. The calculation puts the gap between HOMO and LUMO (spin up / spin down) at 9.19 / 4.22 eV. As for the expectation value of S²: 0.7546. As for the spin multiplicity: 2.

Geometry as XYZ:
```
21
Properties=species:S:1:pos:R:3:forces:R:3:lowdin_charge:R:1
C 1.10188 0.74191 -1.78770 0.7 -2.4 0.4 -0.25
C -0.28757 0.53469 -1.09864 -0.7 1.6 -0.4 -0.21
C -0.44792 -0.70866 -0.23250 -0.7 -1.1 -1.5 -0.19
C 0.38797 -0.60621 1.02549 1.2 2.8 1.3 -0.19
N -0.31103 -0.57692 2.29443 -2.6 -1.7 -1.5 0.12
C -1.29615 0.49150 2.42353 -0.2 2.6 0.2 -0.02
N 1.43302 -0.35754 -2.73244 0.2 -2.5 0.3 -0.05
H 1.29903 1.58536 -2.44677 -0.8 0.8 0.9 0.11
H 1.91266 0.70618 -0.94653 -1.3 0.3 -1.6 0.14
H -0.39375 1.34460 -0.33999 -0.2 0.1 -0.8 0.09
H -1.21677 0.59346 -1.78730 1.8 0.0 0.7 0.15
H -1.53142 -0.76290 -0.04757 0.4 -0.1 0.5 0.12
H -0.24790 -1.65213 -0.80411 0.2 0.7 0.6 0.13
H 1.35352 -1.04225 1.07151 0.3 -2.0 0.2 0.14
H 0.77740 0.38943 1.18990 0.2 1.3 -1.4 0.12
H -0.48254 -1.56968 2.53867 -0.4 0.9 1.3 0.19
H -1.48305 1.04173 1.43460 0.2 -1.5 0.6 0.12
H -2.28812 0.38827 2.97181 1.7 -0.7 -0.5 0.14
H -0.81911 1.47733 2.82580 -0.1 -1.8 0.2 0.16
H 1.87682 -1.19402 -2.28263 -0.3 1.3 -0.3 0.07
H 0.66304 -0.82414 -3.26958 0.5 1.3 0.7 0.09
```
Forces are in eV/Å.

***

No. 7
C5H14N2O | ωB97M-V with the def2-TZVPD basis set

Its total energy is -383.58564 Eh. The total charge is 0. Its HOMO energy is -8.50 eV. The calculation puts the gap between HOMO and LUMO at 9.26 eV.

Geometry as XYZ:
```
22
Properties=species:S:1:pos:R:3:forces:R:3:lowdin_charge:R:1
C -1.20804 -0.18257 -0.33944 0.9 0.0 0.3 -0.21
C -0.35786 -1.51362 -0.38322 0.8 1.9 0.2 -0.17
C 1.01857 -1.41543 0.36834 -1.9 -0.5 -0.4 -0.18
C 1.64844 -2.56542 0.58707 -0.2 -0.2 0.7 -0.03
N -0.28399 0.97970 -0.39174 -0.8 -0.9 0.6 -0.09
C -0.64321 2.17492 -1.11280 1.5 -0.6 -1.3 -0.30
N 0.04956 2.06202 -2.43089 -0.6 0.8 -0.5 -0.02
H -1.72303 -0.15866 0.62276 -0.4 0.0 0.0 0.10
H -1.96334 -0.09047 -1.13395 0.4 -0.3 0.1 0.11
H -0.90266 -2.33856 0.06612 -0.2 -0.3 -0.6 0.10
H -0.05565 -1.62211 -1.43310 -0.4 -0.6 0.2 0.11
H 1.29860 -0.40812 0.66878 0.8 -0.4 -0.3 0.08
H 2.64442 -2.65618 1.00592 -0.1 0.2 0.1 0.05
H 1.08617 -3.51164 0.47129 0.6 0.5 -0.4 0.07
H 0.00701 1.08275 0.56762 0.1 1.0 -0.1 0.08
H -0.11966 3.03154 -0.68954 -0.6 0.0 0.7 0.10
H -1.72419 2.37982 -1.25372 0.4 -0.2 0.3 0.11
H -0.44915 2.48593 -3.20199 0.0 -0.1 0.1 0.04
H 0.42589 1.17351 -2.71715 -0.3 -0.3 0.5 0.05
H 0.16683 0.72137 4.22384 -0.2 0.1 0.5 0.03
H 0.50325 -0.27893 3.13522 0.1 -0.1 0.0 0.02
O 0.58203 0.65016 3.37059 0.2 0.0 -0.6 -0.05
```
Forces are in eV/Å.

***

No. 8
C5H14N2O | ωB97M-V with the def2-TZVPD basis set

Its total energy is -383.50361 Eh. The total charge is 0. Its HOMO energy is -7.61 eV. The calculation puts the gap between HOMO and LUMO at 7.58 eV.

Geometry as XYZ:
```
22
Properties=species:S:1:pos:R:3:forces:R:3:lowdin_charge:R:1
C 0.87595 0.14216 0.12579 -0.2 0.7 0.2 -0.30
C -1.41237 -1.44669 -0.44891 0.8 0.5 -0.2 -0.45
C 0.79492 1.64438 0.23771 0.0 0.0 0.1 -0.09
C 1.86439 -0.30867 -0.90347 -0.2 -0.3 -0.1 -0.06
C 0.87034 -0.56291 1.44373 -0.3 -0.2 0.0 -0.06
N -1.25708 0.12103 -0.58505 0.4 -1.5 0.5 -0.10
N -2.31161 0.95837 -0.12931 0.5 0.5 -0.2 0.01
O -0.25051 -1.95868 -0.76780 -0.4 0.1 0.1 -0.23
H -1.05965 0.34169 -1.55767 -0.1 -0.1 0.0 0.12
H -2.33281 0.96609 0.88497 -0.2 -0.3 -0.2 0.07
H -3.21229 0.70836 -0.53659 0.3 -0.1 0.3 0.08
H -1.74162 -1.57015 0.61275 -0.1 0.1 0.0 0.09
H -2.26026 -1.75167 -1.10090 0.0 0.2 0.0 0.10
H -0.09163 -0.44295 1.94792 0.1 0.0 0.0 0.09
H 0.64175 2.12265 -0.72949 0.0 0.0 0.0 0.09
H 1.75416 1.99959 0.64269 -0.1 -0.1 -0.1 0.10
H 0.01124 1.97464 0.91717 0.0 0.0 0.0 0.07
H 2.05419 -1.37635 -0.85918 -0.2 0.0 0.0 0.08
H 2.81791 0.21276 -0.72493 -0.2 0.2 0.1 0.10
H 1.52926 -0.04610 -1.90820 0.1 0.0 0.0 0.09
H 1.63052 -0.10469 2.09342 -0.1 0.1 -0.2 0.10
H 1.08520 -1.62284 1.34533 -0.1 0.0 -0.1 0.09
```
Forces are in eV/Å.

***

No. 9
C5H14N2O | ωB97M-V with the def2-TZVPD basis set

Its total energy is -383.45562 Eh. The total charge is 0. Its HOMO energy (spin up / spin down) is -6.17 / -8.22 eV. The calculation puts the gap between HOMO and LUMO (spin up / spin down) at 5.75 / 9.21 eV.

Geometry as XYZ:
```
22
Properties=species:S:1:pos:R:3:forces:R:3:lowdin_charge:R:1
C -0.55564 -1.79503 -1.14913 -0.2 0.2 -0.1 -0.22
C 0.41107 -1.04745 -2.06392 -0.1 -0.1 0.1 -0.10
C -1.41975 -0.84375 -0.34126 0.8 0.3 1.0 -0.43
C -2.09096 -1.33424 0.84146 -1.8 -1.6 -0.4 0.04
H -1.21334 -2.44166 -1.73438 0.0 0.0 0.0 0.11
H 0.00500 -2.43516 -0.46240 -0.1 0.1 0.0 0.11
H -1.97272 -0.12400 -0.94841 0.0 -0.1 0.0 0.14
H 1.00696 -1.74155 -2.65735 0.0 0.0 0.0 0.07
H -0.12703 -0.38455 -2.74598 0.0 0.0 0.0 0.08
H 1.09102 -0.43996 -1.46804 0.0 0.0 0.0 0.04
H -1.77110 -2.25762 1.30826 0.1 0.2 0.0 0.07
H -3.00919 -0.87558 1.18570 0.3 0.1 0.1 0.06
C 1.18727 1.88695 2.11775 -0.3 -0.4 0.0 -0.15
N 0.59563 2.05565 0.80525 -0.2 0.1 -0.2 -0.18
N 1.58189 2.01526 -0.14118 0.0 -0.1 -0.3 -0.02
O -0.59298 -0.15420 0.66944 0.9 2.9 -0.2 -0.16
H -0.44519 1.01960 0.63771 0.6 -1.7 -0.1 0.13
H 1.22550 2.22820 -1.06434 -0.1 -0.1 0.1 0.08
H 2.11843 1.14619 -0.16767 0.1 0.2 0.2 0.08
H 1.89798 2.69379 2.32764 -0.1 -0.1 -0.1 0.08
H 1.69539 0.91324 2.20245 0.1 0.2 0.1 0.08
H 0.38175 1.91589 2.84840 0.0 0.0 0.1 0.07
```
Forces are in eV/Å.

***

No. 10
C5H14N2O | ωB97M-V with the def2-TZVPD basis set

Its total energy is -383.48116 Eh. The total charge is 0. Its HOMO energy is -8.68 eV. The calculation puts the gap between HOMO and LUMO at 7.85 eV.

Geometry as XYZ:
```
22
Properties=species:S:1:pos:R:3:forces:R:3:lowdin_charge:R:1
C -2.24440 0.18682 -0.38707 -1.4 1.1 1.4 -0.11
C 1.08663 1.58927 1.04642 0.0 -0.2 2.3 -0.10
C -0.99557 2.93479 0.65036 -0.5 1.1 2.6 -0.08
C -0.88046 0.46842 0.14927 -0.1 0.4 0.6 -0.19
C -0.41660 1.60937 0.66285 3.4 -1.8 -0.2 -0.40
N 1.51567 0.27986 -1.71576 3.2 -3.6 0.1 0.06
N 1.49130 -5.39644 -0.25648 -2.3 -1.5 -0.2 -0.05
O 2.40518 -0.39266 -1.13736 -2.6 2.3 -1.2 -0.09
H -3.02449 0.90470 0.17588 1.5 -1.9 -1.3 0.11
H -2.51514 -0.89530 -0.24447 0.0 1.2 -0.2 0.08
H -2.24630 0.47546 -1.43808 -0.4 -0.3 -0.2 0.06
H 1.54762 0.55333 1.29588 -1.2 1.7 -0.1 0.09
H 1.74635 1.94123 0.27600 0.0 0.5 -0.7 0.04
H 1.20692 2.32580 1.93991 0.1 -1.4 -1.3 0.10
H -0.79973 3.55097 1.62281 -0.6 -1.5 -1.1 0.11
H -0.40338 3.55545 -0.00744 -0.7 0.2 -1.1 0.09
H -2.05993 2.71968 0.53797 -0.1 1.4 -0.6 0.07
H -0.12354 -0.30217 0.09394 -0.3 -0.4 0.1 0.07
H 1.36644 -0.31853 -2.61993 -0.4 1.2 0.9 0.09
H 1.55586 -4.38815 -0.13503 -0.2 -0.3 0.5 -0.02
H 0.97329 -5.88990 0.56070 1.3 1.6 -1.7 0.04
H 0.81428 -5.51199 -1.07040 1.2 0.1 1.3 0.02
```
Forces are in eV/Å.

***

No. 11
C5H14N2O | ωB97M-V with the def2-TZVPD basis set

Its total energy is -383.61904 Eh. The total charge is 0. Its HOMO energy is -8.67 eV. The calculation puts the gap between HOMO and LUMO at 9.68 eV.

Geometry as XYZ:
```
22
Properties=species:S:1:pos:R:3:forces:R:3:lowdin_charge:R:1
C -0.75387 0.43029 -0.05121 0.7 -1.0 0.4 -0.17
N 0.29156 1.27825 0.51303 0.0 0.1 0.7 -0.07
C 0.56956 2.59673 -0.01309 0.3 -1.0 -0.2 -0.30
O 1.93513 2.90806 0.15622 0.2 0.9 0.1 -0.06
C -0.11808 -0.93038 -0.51504 0.6 0.6 -1.1 -0.41
C 0.16990 -1.95491 0.57104 -2.3 1.4 0.4 -0.19
C -1.19377 -2.63540 0.96046 1.7 -1.3 1.0 -0.10
N -0.82761 -1.44728 -1.69481 0.4 0.6 -0.4 0.03
H -1.49956 0.24485 0.73145 -0.2 0.0 -0.3 0.11
H -1.22003 0.88764 -0.92189 0.0 0.0 0.1 0.11
H 0.23621 1.26076 1.52650 0.1 0.3 -0.2 0.11
H 0.36208 2.54396 -1.08835 -0.3 0.2 0.1 0.12
H 0.01681 3.41002 0.46573 -0.1 0.0 -0.1 0.12
H 2.43988 2.13665 0.40998 -0.2 -0.5 -0.1 0.07
H 0.86063 -0.61694 -0.91054 -0.2 0.1 0.1 0.13
H 0.95883 -2.64165 0.30164 -0.1 -0.4 -0.2 0.10
H 0.52117 -1.39888 1.44694 0.1 -0.1 -0.1 0.10
H -1.28052 -3.59291 0.43828 -0.2 0.1 0.1 0.06
H -1.07384 -2.86442 2.02810 -0.4 -0.3 -0.2 0.06
H -2.14380 -2.12287 0.88275 0.2 0.7 -0.4 0.07
H -1.38396 -2.28290 -1.68408 0.1 -0.2 0.5 0.06
H -0.17420 -1.44620 -2.46529 -0.4 -0.3 -0.1 0.06
```
Forces are in eV/Å.

***

Computed energy above the lowest of the compared OMol25 structures with the same formula, charge and spin (kcal per mole) in order:
25.6, 17.1, 27.0, 20.7, 50.7, 65.2, 72.2, 123.7, 153.8, 137.8, 51.2